(1)
DFT (ωB97M-V with the def2-TZVPD basis set) results for C16H37N3OS2Si2W as an isolated structure.

Geometry (Å):
W1 0.7115 -0.2101 -0.3702
S1 1.5354 -0.2454 1.8513
C1 0.6124 -1.0585 3.0673
N1 0.9096 -0.8434 4.3280
C2 0.3098 -1.7456 5.3150
C3 -0.9691 -2.2458 4.6599
S2 -0.6103 -2.2493 2.8676
H1 1.6493 -0.1973 4.5738
H2 0.1147 -1.2094 6.2407
H3 1.0081 -2.5619 5.5109
H4 -1.8104 -1.5785 4.8366
H5 -1.2250 -3.2532 4.9758
C4 2.6956 -3.3203 -0.3670
C5 3.2596 -2.0179 -0.8889
C6 4.3439 -1.4109 -0.0146
O1 2.1575 -1.0568 -1.0056
H6 3.5079 -4.0403 -0.2614
H7 1.9555 -3.7415 -1.0463
H8 2.2529 -3.1735 0.6206
H9 3.5976 -2.1284 -1.9187
H10 4.2676 -1.7577 1.0155
H11 4.2863 -0.3221 -0.0236
H12 5.3269 -1.6863 -0.3936
C7 3.2112 1.9412 -2.3170
Si1 1.3394 2.0194 -2.2477
C8 0.5534 0.4398 -3.0037
C9 0.7259 3.4896 -3.2187
C10 0.7115 1.8172 -0.4656
Si2 -1.0392 2.5713 -0.1554
C11 -1.6009 2.0481 1.5622
C12 -2.2773 1.9351 -1.4213
C13 -0.8925 4.4291 -0.2182
H13 3.5901 2.6182 -3.0835
H14 3.5734 0.9391 -2.5506
H15 3.6586 2.2427 -1.3677
H16 1.2772 -0.1231 -3.5935
H17 -0.2958 0.7199 -3.6313
H18 0.0530 -0.3673 -2.3977
H19 1.1113 3.3943 -4.2378
H20 1.1154 4.4262 -2.8172
H21 -0.3592 3.5662 -3.2833
H22 1.3263 2.2837 0.3126
H23 -1.7533 0.9682 1.6563
H24 -2.5467 2.5381 1.8039
H25 -0.8719 2.3501 2.3181
H26 -2.2960 0.8472 -1.5143
H27 -2.1219 2.3486 -2.4190
H28 -3.2766 2.2472 -1.1062
H29 -0.1517 4.7955 0.4946
H30 -1.8566 4.8610 0.0632
H31 -0.6367 4.8137 -1.2028
C14 -4.1840 -2.4878 0.6892
N2 -3.3508 -2.0888 -0.4531
C15 -3.9421 -2.2151 -1.7990
C16 -2.1669 -1.6230 -0.3045
N3 -1.0841 -1.1892 -0.1902
H32 -4.4540 -3.5375 0.5862
H33 -5.0852 -1.8770 0.7052
H34 -3.6299 -2.3418 1.6116
H35 -4.2747 -3.2412 -1.9436
H36 -3.1959 -1.9676 -2.5486
H37 -4.7901 -1.5373 -1.8842

Summary:
ΔE to the lowest compared entry with this formula, charge and spin: 0.0 kcal per mole
Kohn-Sham gap: 0.25959 hartree
Net charge: +2
Lowest unoccupied orbital energy: -0.242 hartree
Strongest force on any atom: 0.011 Eh/bohr
Molar mass: 591.6 g mol⁻¹
HOMO energy: -0.502 Ha

=====

(2)
DFT (ωB97M-V with the def2-TZVPD basis set) results for C32H53N4RuSSi4Te as an isolated structure at a distorted geometry.

Geometry (Å):
Ru1 0.5241 0.1965 0.0819
N1 0.1956 4.6056 -0.0610
C1 1.3541 5.3426 -0.1083
C2 1.3210 6.7379 -0.1185
C3 2.4977 7.4570 -0.1420
C4 3.7317 6.8036 -0.1628
C5 3.7830 5.4256 -0.1423
C6 2.6000 4.6934 -0.1074
S1 2.6936 2.9525 0.0166
N2 1.1263 2.3993 -0.1255
C7 0.0779 3.2411 -0.0392
C8 -1.2087 2.6730 0.1755
C9 -2.4111 3.3860 -0.0360
C10 -3.5958 2.8833 0.4277
C11 -3.5769 1.6714 1.1381
C12 -2.3898 0.9815 1.2352
N3 -1.2321 1.4109 0.7242
H1 -0.6588 5.1378 0.0407
H2 0.3656 7.2422 -0.0994
H3 2.4636 8.5345 -0.1440
H4 4.6481 7.3698 -0.1915
H5 4.7191 4.8914 -0.1469
H6 -2.3938 4.3008 -0.6040
H7 -4.5199 3.4155 0.2727
H8 -4.4683 1.2911 1.6015
H9 -2.3425 0.0577 1.8041
C13 4.6402 -0.6878 -2.2788
Si1 3.0239 0.1985 -1.8226
C14 3.1583 1.9073 -2.6684
C15 1.4496 -0.5154 -2.6983
C16 2.6002 -0.2468 0.0392
C17 2.3945 -1.7082 -0.0265
C18 3.4093 -2.6629 0.0162
C19 3.0882 -3.9945 -0.1432
C20 1.7616 -4.3411 -0.3675
C21 0.8107 -3.3401 -0.3772
N4 1.1042 -2.0548 -0.1855
Si2 2.9526 0.1336 1.9169
C22 4.6241 -0.6510 2.3674
C23 1.4521 -0.7822 2.7279
C24 2.8005 1.8475 2.7490
H10 4.9608 -0.3491 -3.2577
H11 4.5503 -1.7660 -2.3234
H12 5.4396 -0.4497 -1.5869
H13 3.3223 1.7089 -3.7245
H14 3.9991 2.4961 -2.3242
H15 2.2568 2.5051 -2.5949
H16 1.3878 -0.1766 -3.7278
H17 0.5084 -0.1785 -2.2035
H18 1.4444 -1.6010 -2.7206
H19 4.4270 -2.3448 0.1592
H20 3.8554 -4.7485 -0.1158
H21 1.4762 -5.3647 -0.5373
H22 -0.2322 -3.5810 -0.5598
H23 4.5346 -1.7153 2.5509
H24 5.0083 -0.1971 3.2733
H25 5.3683 -0.5047 1.5940
H26 1.5342 -1.8622 2.6456
H27 0.4913 -0.4698 2.2582
H28 1.3654 -0.5461 3.7848
H29 3.6163 2.5150 2.5029
H30 2.8295 1.6952 3.8241
H31 1.8583 2.3400 2.5248
C25 -6.0574 -0.9382 -0.1939
Si3 -5.2472 -1.0637 -1.9149
C26 -4.3518 0.5506 -2.3949
C27 -6.4308 -1.7176 -3.2454
C28 -3.8497 -2.4062 -1.8165
Te1 -2.2860 -1.7825 -0.4990
C29 -3.1713 -2.7033 1.2109
Si4 -2.4889 -4.4810 1.6405
C30 -3.6899 -5.1491 2.9519
C31 -2.4989 -5.5488 0.0593
C32 -0.7599 -4.1681 2.3897
H32 -6.8115 -0.1572 -0.1850
H33 -5.3371 -0.7050 0.5863
H34 -6.5607 -1.8626 0.0789
H35 -4.9715 1.4195 -2.2075
H36 -4.1069 0.5593 -3.4532
H37 -3.4247 0.6807 -1.8348
H38 -7.2475 -1.0227 -3.4080
H39 -6.8659 -2.6690 -2.9537
H40 -5.9281 -1.8643 -4.1971
H41 -3.4159 -2.5620 -2.7987
H42 -4.2411 -3.3493 -1.4541
H43 -4.2357 -2.7555 1.0160
H44 -3.0122 -2.0622 2.0717
H45 -4.7030 -5.2448 2.5720
H46 -3.7243 -4.5062 3.8272
H47 -3.3768 -6.1331 3.2860
H48 -3.5032 -5.9040 -0.1561
H49 -1.8815 -6.4320 0.1946
H50 -2.1391 -5.0274 -0.8258
H51 -0.8306 -4.1247 3.4726
H52 -0.3228 -3.2330 2.0501
H53 -0.0655 -4.9651 2.1548

Summary:
2S+1: 6
ΔE to the lowest compared entry with this formula, charge and spin: 70.3 kcal per mole
Kohn-Sham gap (spin up / spin down): 0.18023 / 0.15146 hartree
Net charge: +2
Lowest unoccupied orbital energy (spin up / spin down): -0.238 / -0.285 hartree
Strongest force on any atom: 0.039 Eh/bohr
⟨S²⟩: 8.80
Molar mass: 866.9 g mol⁻¹
HOMO energy (spin up / spin down): -0.418 / -0.436 Ha

=====

(3)
DFT (ωB97M-V with the def2-TZVPD basis set) results for a 4-piece molecular cluster, C16H34ClO11PS2 overall.

Geometry (Å):
O1 6.2939 -0.2751 -1.8866
S1 4.9333 0.0850 -2.0648
O2 4.1534 -0.5779 -3.0470
Cl1 4.0167 -0.1540 -0.2573
C1 4.8171 1.8546 -2.2718
C2 3.5800 2.2969 -3.0647
C3 2.7356 3.3495 -2.3287
C4 1.4981 2.8107 -1.5963
P1 0.3127 1.9311 -2.6949
S2 -0.8649 1.0922 -1.1294
H1 5.7503 2.0947 -2.7776
H2 4.8451 2.2854 -1.2739
H3 2.9950 1.4255 -3.3406
H4 3.9367 2.7336 -3.9961
H5 3.3579 3.8229 -1.5665
H6 2.4404 4.1401 -3.0187
H7 0.9531 3.6488 -1.1615
H8 1.8096 2.1656 -0.7700
H9 1.0487 0.7812 -3.0609
H10 -1.3552 0.0417 -1.7907
C5 1.8397 2.6262 6.6920
C6 3.3043 2.9948 6.6101
O3 4.0780 1.9699 5.9626
C7 3.9964 1.9484 4.6344
O4 3.3644 2.7094 3.9469
O5 4.7234 0.9232 4.1895
C8 4.6740 0.7395 2.7720
H11 1.7189 1.6574 7.1777
H12 1.2991 3.3760 7.2699
H13 1.3959 2.5703 5.6991
H14 3.7387 3.0782 7.6043
H15 3.4508 3.9414 6.0911
H16 4.9268 1.6639 2.2569
H17 3.6801 0.4113 2.4719
H18 5.4040 -0.0286 2.5367
C9 -4.5670 -0.7702 -6.2593
C10 -3.6679 -1.5493 -5.3255
O6 -3.8003 -1.1073 -3.9621
C11 -4.8842 -1.5474 -3.3221
O7 -5.7255 -2.2823 -3.7703
O8 -4.8768 -1.0303 -2.0932
C12 -6.0305 -1.3537 -1.3088
H19 -4.3823 0.2998 -6.1580
H20 -4.3726 -1.0618 -7.2915
H21 -5.6160 -0.9607 -6.0389
H22 -2.6207 -1.3782 -5.5676
H23 -3.8631 -2.6198 -5.3799
H24 -6.1934 -2.4286 -1.2837
H25 -6.9107 -0.8535 -1.7091
H26 -5.8190 -0.9862 -0.3092
C13 -2.2585 -3.5231 4.1196
C14 -3.0209 -2.4503 3.3743
O9 -2.3489 -2.0592 2.1649
C15 -2.4942 -2.8932 1.1371
O10 -3.1497 -3.9037 1.1272
O11 -1.7886 -2.4145 0.1127
C16 -1.7949 -3.2472 -1.0492
H27 -1.2350 -3.1982 4.3094
H28 -2.7424 -3.7283 5.0746
H29 -2.2246 -4.4473 3.5446
H30 -3.0784 -1.5367 3.9627
H31 -4.0351 -2.7711 3.1381
H32 -2.8107 -3.4942 -1.3509
H33 -1.2293 -4.1592 -0.8647
H34 -1.3109 -2.6784 -1.8384

Summary:
Kohn-Sham gap: 0.32167 hartree
Net charge: 0
Lowest unoccupied orbital energy: 0.013 hartree
Strongest force on any atom: 0.016 Eh/bohr
Molar mass: 533.0 g mol⁻¹
HOMO energy: -0.309 Ha

=====

(4)
DFT (ωB97M-V with the def2-TZVPD basis set) results for C24H32BF4N6O4TeY as an isolated structure at a distorted geometry.

Geometry (Å):
Y1 0.2436 0.3933 0.1310
C1 3.0569 -3.2119 2.6103
O1 2.0388 -2.1900 2.7904
C2 2.0956 -1.0855 2.1016
O2 1.1381 -0.2821 2.1621
N1 3.1678 -0.7874 1.3562
N2 3.0116 0.3027 0.4791
H1 2.7012 -4.0615 3.1795
H2 4.0016 -2.8577 3.0203
H3 3.1295 -3.4705 1.5552
H4 3.9419 -1.4212 1.2391
H5 3.2907 0.0326 -0.4626
H6 3.5904 1.0723 0.8044
O3 -1.4092 -0.9960 0.2283
N3 -2.4063 -0.9429 -0.5994
N4 -2.4562 0.1766 -1.1654
O4 -1.5950 1.1279 -0.8527
C3 -3.4339 0.4490 -2.2166
C4 -4.2089 -0.5908 -2.6988
C5 -5.1160 -0.3008 -3.7055
C6 -5.2268 0.9907 -4.2054
C7 -4.4312 2.0074 -3.7000
C8 -3.5142 1.7445 -2.6900
H7 -4.1022 -1.5947 -2.3169
H8 -5.7319 -1.0922 -4.1099
H9 -5.9313 1.2013 -4.9983
H10 -4.5152 3.0107 -4.0949
H11 -2.8823 2.5241 -2.2938
N5 -2.3284 1.4597 4.9221
C9 -2.7590 0.3006 4.0435
C10 -1.6709 0.0226 3.0290
N6 -1.3390 1.1929 2.2001
C11 -0.9639 2.3271 3.0519
C12 -2.0101 2.6837 4.0930
H12 -1.5026 1.1849 5.4594
H13 -3.0534 1.6767 5.6077
H14 -3.6966 0.6169 3.5858
H15 -2.9498 -0.5439 4.7026
H16 -1.9837 -0.7979 2.3855
H17 -0.7535 -0.3005 3.5245
H18 -2.1276 1.4344 1.6022
H19 -0.7810 3.2149 2.4477
H20 -0.0169 2.0760 3.5398
H21 -2.9576 2.9798 3.6423
H22 -1.6814 3.4618 4.7793
Te1 1.1962 2.3750 -1.9298
C13 0.3813 4.2088 -1.3634
C14 0.6523 5.3442 -2.1192
C15 0.1122 6.5666 -1.7408
C16 -0.7090 6.6591 -0.6275
C17 -0.9928 5.5248 0.1208
C18 -0.4419 4.3051 -0.2468
C19 3.1865 2.7367 -1.3818
C20 4.1840 2.1012 -2.1117
C21 5.5131 2.2451 -1.7249
C22 5.8380 3.0272 -0.6266
C23 4.8373 3.6766 0.0882
C24 3.5074 3.5309 -0.2846
H23 1.2812 5.2893 -2.9986
H24 0.3312 7.4489 -2.3271
H25 -1.1338 7.6136 -0.3473
H26 -1.6412 5.5904 0.9859
H27 -0.6862 3.4224 0.3335
H28 3.9434 1.4952 -2.9767
H29 6.2924 1.7572 -2.2953
H30 6.8733 3.1493 -0.3374
H31 5.0974 4.3049 0.9302
H32 2.7366 4.0546 0.2694
F1 2.3900 -0.6327 -2.1689
B1 1.3088 -1.4929 -1.9243
F2 0.1035 -0.7639 -2.1277
F3 1.3997 -2.6804 -2.5315
F4 1.2661 -1.6498 -0.4482

Summary:
ΔE to the lowest compared entry with this formula, charge and spin: 14.2 kcal per mole
Kohn-Sham gap: 0.30083 hartree
Net charge: +2
Lowest unoccupied orbital energy: -0.191 hartree
Strongest force on any atom: 0.023 Eh/bohr
Molar mass: 771.9 g mol⁻¹
HOMO energy: -0.492 Ha